No. 1
Below is a structure of composition C35H23Co2NO6P, with properties calculated with the ωB97M-V functional and the def2-TZVPD basis.

Output
Net charge: -1
Multiplicity: 1
Kohn-Sham gap in eV: 6.0

Element x y z (Å)
C1 -3.487 -6.203 -2.228
C2 -2.596 -6.247 -1.149
C3 -1.910 -5.098 -0.756
C4 -2.100 -3.893 -1.457
P1 -1.127 -2.429 -1.024
C5 0.375 -2.464 -2.030
C6 1.333 -1.460 -1.814
C7 2.499 -1.432 -2.584
C8 2.730 -2.426 -3.543
C9 1.792 -3.446 -3.728
C10 0.616 -3.471 -2.976
C11 -2.090 -1.003 -1.568
C12 -2.998 -0.425 -0.668
C13 -3.745 0.689 -1.060
C14 -3.605 1.214 -2.349
C15 -2.712 0.626 -3.250
C16 -1.945 -0.475 -2.861
C17 -0.606 -2.155 0.623
C18 0.590 -2.723 1.076
N1 1.591 -3.145 1.541
C19 -3.028 -3.843 -2.512
C20 -3.705 -4.998 -2.904
H1 -4.014 -7.108 -2.541
H2 -2.434 -7.183 -0.610
H3 -1.225 -5.121 0.093
H4 1.173 -0.706 -1.040
H5 3.225 -0.635 -2.423
H6 3.642 -2.403 -4.142
H7 1.973 -4.232 -4.463
H8 -0.108 -4.275 -3.118
H9 -3.117 -0.851 0.328
H10 -4.444 1.139 -0.354
H11 -4.196 2.082 -2.651
H12 -2.609 1.021 -4.260
H13 -1.237 -0.924 -3.558
H14 -1.320 -1.776 1.358
H15 -3.219 -2.900 -3.026
H16 -4.403 -4.953 -3.741
O1 5.067 4.666 2.744
C21 4.294 3.896 2.352
Co1 3.267 2.692 1.586
C22 2.871 3.600 0.140
O2 2.597 4.182 -0.823
C23 4.390 1.652 0.730
O3 5.160 0.993 0.180
C24 1.380 2.639 2.338
C25 0.590 3.867 2.227
C26 1.143 5.115 2.571
C27 0.392 6.282 2.449
C28 -0.923 6.218 1.983
C29 -1.489 4.978 1.657
C30 -0.754 3.801 1.799
C31 0.971 1.299 2.411
C32 0.239 0.286 1.921
Co2 2.175 1.714 3.664
C33 2.844 2.990 4.728
O4 3.317 3.739 5.468
C34 3.794 0.970 3.196
O5 4.711 0.273 3.357
C35 1.538 0.692 4.959
O6 1.173 0.089 5.877
H17 2.176 5.158 2.930
H18 0.848 7.238 2.713
H19 -1.507 7.134 1.869
H20 -2.511 4.916 1.283
H21 -1.187 2.823 1.563
H22 0.137 -0.605 2.550
H23 -0.263 0.335 0.948

No. 2
Below is a structure of composition C35H23F12MoN2O4S2, with properties calculated with the ωB97M-V functional and the def2-TZVPD basis.

Output
<S²>: 0.764
Net charge: -2
Multiplicity: 2
Kohn-Sham gap (alpha / beta) in eV: 4.4 / 4.3

Element x y z (Å)
Mo1 -0.530 -0.102 -0.337
C1 -4.457 -5.372 -3.068
C2 -3.390 -4.502 -2.452
C3 -2.661 -4.916 -1.342
C4 -1.692 -4.109 -0.793
C5 -1.366 -2.835 -1.322
N1 -0.332 -2.111 -0.740
C6 0.672 -2.901 -0.187
C7 1.301 -3.851 -1.018
C8 2.165 -4.797 -0.517
C9 2.453 -4.844 0.845
C10 3.348 -5.918 1.414
C11 1.899 -3.869 1.658
C12 1.036 -2.889 1.167
C13 0.437 -1.841 2.111
O1 -0.347 -0.875 1.564
C14 1.623 -1.104 2.809
F1 2.302 -0.439 1.870
F2 2.537 -1.885 3.449
F3 1.183 -0.240 3.733
C15 -0.415 -2.560 3.200
F4 -1.273 -1.730 3.803
F5 -1.147 -3.563 2.671
F6 0.337 -3.119 4.188
C16 -2.163 -2.389 -2.399
C17 -3.134 -3.231 -2.939
C18 -1.953 -0.989 -2.986
O2 -1.073 -0.188 -2.362
C19 -1.428 -1.147 -4.448
F7 -1.098 0.033 -4.995
F8 -2.303 -1.731 -5.316
F9 -0.322 -1.920 -4.465
C20 -3.326 -0.226 -3.016
F10 -3.905 -0.280 -1.802
F11 -4.260 -0.700 -3.897
F12 -3.164 1.066 -3.328
H1 -4.193 -6.429 -2.995
H2 -4.595 -5.126 -4.122
H3 -5.420 -5.233 -2.566
H4 -2.864 -5.882 -0.888
H5 -1.170 -4.440 0.095
H6 1.056 -3.831 -2.072
H7 2.611 -5.527 -1.186
H8 3.353 -6.795 0.765
H9 3.009 -6.218 2.407
H10 4.381 -5.569 1.505
H11 2.146 -3.893 2.711
H12 -3.718 -2.886 -3.780
O3 2.116 1.109 -0.722
N2 2.111 2.242 0.145
C21 2.791 2.366 1.320
C22 2.226 2.753 2.485
C23 0.830 2.718 2.855
C24 -0.239 2.256 2.160
C25 -0.301 1.889 0.760
S1 -1.906 1.812 0.014
H13 3.866 2.219 1.238
H14 2.918 3.029 3.275
H15 0.639 2.981 3.892
H16 -1.178 2.169 2.698
C26 1.090 7.842 2.566
C27 1.595 8.720 1.457
O4 2.505 9.494 1.570
S2 0.658 8.644 -0.099
C28 0.574 6.869 -0.309
C29 1.708 6.185 -0.726
C30 1.704 4.801 -0.751
C31 0.589 4.064 -0.340
C32 -0.555 4.772 0.023
C33 -0.569 6.157 0.032
C34 0.721 2.568 -0.151
C35 0.792 1.398 -1.167
H17 1.840 7.782 3.354
H18 0.854 6.842 2.211
H19 0.178 8.287 2.969
H20 2.600 6.739 -0.995
H21 2.595 4.274 -1.063
H22 -1.439 4.234 0.335
H23 -1.463 6.687 0.339

Values for energy relative to the best compared isomer or geometry (same formula, charge and spin), kcal/mol, ordered as above
0.00; 68.30
Values for F_max, eV Å⁻¹, ordered as above
4.06; 2.44